(1)
Entry from the Open Molecules 2025 dataset: 12 unconnected molecules or ions with the total composition C40H112N8O12 (ωB97M-V/def2-TZVPD).

Summary:
HOMO (alpha / beta) = -10.3 / -10.3 eV
lowest unoccupied orbital energy (alpha / beta) = -0.067 / -0.310 Eh
relative energy (zero: lowest compared OMol25 entry of this formula, charge and spin) = 113.9 kJ/mol
gap between HOMO and LUMO (alpha / beta) = 8.51 / 1.90 eV

Structure (ORCA input):
```
! wB97M-V def2-TZVPD RIJCOSX def2/J DEFGRID3
* xyz 1 2
O -10.076 -17.740 7.394
O -13.937 -20.614 11.809
O -9.910 -12.253 16.880
O -11.941 -11.100 12.212
O -11.025 -17.702 15.847
O -6.345 -13.531 11.238
O -9.558 -10.170 13.250
O -7.937 -13.911 7.675
O -6.486 -17.016 19.019
O -9.319 -15.176 12.249
O -7.452 -20.467 12.278
O -6.050 -18.222 8.137
N -9.306 -15.856 9.573
N -8.948 -17.403 20.726
N -12.197 -17.560 12.973
N -5.283 -17.728 5.449
N -8.970 -11.978 9.764
N -13.409 -16.880 18.594
N -5.878 -19.520 15.504
N -8.649 -9.554 15.585
C -8.333 -10.822 13.590
C -8.458 -18.243 19.681
C -9.367 -13.545 17.234
C -6.470 -20.652 13.278
C -9.377 -18.027 6.257
C -2.918 -18.364 5.895
C -4.175 -13.713 12.038
C -11.373 -14.753 9.389
C -4.760 -17.818 7.889
C -11.796 -16.886 16.784
C -5.818 -16.522 17.906
C -7.712 -17.564 18.568
C -5.016 -13.069 10.998
C -14.879 -21.524 12.321
C -6.386 -19.333 14.136
C -8.120 -15.661 12.813
C -12.928 -17.610 17.480
C -7.681 -12.541 7.668
C -9.915 -16.863 15.397
C -6.600 -10.895 15.422
C -8.888 -11.777 8.287
C -7.589 -14.714 13.915
C -10.600 -16.003 9.095
C -12.518 -18.694 12.120
C -11.693 -13.083 13.716
C -6.460 -18.345 9.549
C -11.627 -12.518 12.314
C -5.688 -18.170 13.442
C -7.608 -10.013 14.707
C -13.499 -19.715 12.779
C -4.391 -18.386 6.364
C -7.509 -21.609 11.415
C -11.163 -19.448 11.873
C -9.635 -19.058 19.283
C -9.068 -10.313 8.023
C -14.143 -17.883 16.496
C -8.895 -13.465 18.606
C -10.511 -16.394 7.608
C -9.421 -9.337 12.126
C -6.929 -14.804 7.352
H -4.295 -14.785 11.881
H -11.866 -17.874 13.874
H -13.739 -18.217 15.540
H -10.377 -8.879 11.870
H -5.744 -10.326 15.785
H -2.835 -18.927 4.966
H -4.071 -18.276 8.598
H -11.457 -16.267 7.082
H -14.261 -22.318 12.738
H -4.627 -13.454 10.055
H -7.171 -13.800 13.493
H -14.300 -19.094 13.179
H -8.219 -16.726 20.904
H -7.126 -9.104 14.347
H -8.881 -15.061 9.119
H -9.201 -17.514 14.891
H -6.964 -11.476 16.269
H -8.630 -14.468 18.940
H -9.840 -11.720 10.208
H -12.891 -18.400 11.139
H -10.288 -14.089 17.026
H -6.182 -17.430 10.074
H -2.305 -18.876 6.638
H -12.153 -14.787 8.629
H -9.341 -16.260 16.101
H -11.441 -17.111 12.477
H -10.546 -18.490 19.096
H -8.826 -8.461 12.386
H -13.040 -15.951 18.451
H -11.017 -16.843 9.651
H -4.480 -13.524 13.067
H -8.113 -12.713 18.710
H -12.027 -14.847 10.256
H -9.760 -12.332 7.940
H -9.690 -13.050 19.225
H -9.898 -19.698 20.126
H -8.519 -11.844 13.921
H -11.379 -10.636 12.837
H -10.073 -17.931 5.424
H -12.653 -12.797 14.146
H -12.288 -15.996 16.391
H -4.651 -18.387 13.183
H -14.890 -18.603 16.831
H -11.286 -20.358 11.286
H -7.209 -15.786 6.970
H -10.688 -19.803 12.787
H -11.561 -14.165 13.720
H -8.777 -12.921 10.071
H -10.500 -18.872 11.227
H -8.351 -9.722 8.594
H -9.383 -19.634 18.393
H -8.356 -16.657 13.187
H -12.879 -17.169 19.403
H -8.580 -17.373 5.901
H -8.884 -10.394 16.095
H -6.466 -20.102 16.083
H -8.995 -19.045 6.325
H -7.548 -18.410 9.544
H -6.974 -12.985 10.760
H -6.132 -11.549 14.687
H -6.511 -21.695 10.985
H -10.592 -12.148 17.547
H -10.859 -13.793 9.341
H -6.042 -19.246 9.997
H -6.676 -21.428 14.015
H -6.242 -17.723 5.764
H -8.831 -16.676 9.222
H -6.274 -14.984 8.204
H -9.342 -15.503 11.347
H -12.491 -18.550 17.817
H -15.377 -21.851 11.408
H -8.563 -13.692 16.512
H -9.667 -16.834 20.302
H -7.502 -18.436 17.949
H -9.938 -15.644 7.062
H -4.929 -19.862 15.451
H -5.687 -17.278 14.068
H -11.141 -16.467 17.548
H -7.357 -15.624 12.036
H -5.532 -20.887 12.775
H -9.094 -10.094 6.956
H -6.724 -12.239 8.094
H -6.397 -15.701 17.483
H -7.719 -12.117 6.664
H -7.414 -19.085 14.401
H -7.713 -18.870 20.171
H -3.108 -13.498 11.972
H -10.700 -12.823 11.829
H -8.323 -14.191 14.528
H -4.819 -16.272 18.264
H -6.126 -18.029 12.453
H -14.581 -16.911 16.270
H -8.169 -21.436 10.565
H -9.305 -9.220 14.894
H -6.795 -15.039 14.587
H -10.930 -12.582 14.311
H -4.763 -19.407 6.271
H -15.638 -21.278 13.063
H -4.929 -11.983 11.004
H -2.594 -17.336 5.736
H -13.026 -20.294 13.573
H -5.698 -17.191 17.055
H -8.345 -16.784 18.144
H -12.367 -13.023 11.692
H -9.070 -9.800 11.204
H -4.696 -16.742 8.054
H -10.017 -9.954 8.422
H -7.758 -22.550 11.904
H -10.393 -16.271 14.617
H -7.597 -11.030 12.813
H -5.040 -16.748 5.451
H -6.315 -14.302 6.604
*
```

***

(2)
Entry from the Open Molecules 2025 dataset: a molecular structure, C42H34N4O2S4Ti (ωB97M-V/def2-TZVPD).

Summary:
HOMO = -6.5 eV
lowest unoccupied orbital energy = -0.043 Eh
relative energy (zero: lowest compared OMol25 entry of this formula, charge and spin) = 99.3 kJ/mol
gap between HOMO and LUMO = 5.37 eV

Structure (ORCA input):
```
! wB97M-V def2-TZVPD RIJCOSX def2/J DEFGRID3
* xyz 0 1
Ti 0.257 -0.157 -0.102
S -2.296 0.283 -0.427
S -0.290 1.481 1.624
S 1.639 -3.252 -0.640
S 2.107 -0.854 1.730
O -1.731 -3.800 0.823
O -0.574 0.684 -4.508
N 2.124 -0.330 -1.237
N -0.029 1.093 -2.365
N -0.682 -1.425 -1.630
N -0.629 -1.825 1.022
C 2.480 0.980 -1.169
C -4.222 1.767 0.813
C 3.866 -4.329 0.488
C 0.237 2.345 -3.065
C -4.650 2.692 1.739
C -0.128 4.802 -3.051
C -2.884 1.379 0.781
C -1.562 4.707 -0.689
C -3.745 3.255 2.636
C -1.055 3.539 -1.238
C 1.834 1.615 -0.091
C -0.442 0.258 -3.241
C -0.636 5.965 -2.504
C 5.003 -3.494 2.411
C 4.882 -4.457 1.411
C 2.679 -1.129 -2.154
C -1.615 -3.605 2.230
C -1.556 -1.887 -3.807
C 3.530 -0.627 -3.130
C -1.762 -0.129 5.824
C -0.106 -1.332 4.576
C -2.678 -0.344 4.808
C 3.094 -2.275 1.520
C 4.128 -2.436 2.462
C -1.357 5.922 -1.321
C -1.295 -2.547 -1.163
C -2.103 -3.083 -3.348
C 3.294 1.548 -2.170
C -1.021 -1.545 3.548
C -0.637 -2.426 2.389
C -1.200 -2.708 0.249
C -0.340 3.578 -2.423
C -1.977 1.914 1.710
C -0.311 2.085 -4.487
C -2.000 -3.408 -2.009
C 2.397 -2.608 -2.153
C -0.473 -0.616 5.703
C -0.872 -1.083 -2.911
C -2.308 -1.039 3.668
C -2.421 2.872 2.622
C 3.811 0.736 -3.148
C 2.986 -3.252 0.528
H -5.690 2.991 1.752
H -1.269 -4.535 2.670
H 1.321 2.459 -3.103
H -4.082 3.992 3.352
H 0.249 -0.445 6.491
H -1.254 2.609 -4.666
H 0.446 4.845 -3.970
H 2.228 1.315 0.874
H 1.698 -2.865 -2.955
H 5.786 -3.573 3.153
H -0.465 6.911 -3.002
H 0.402 2.302 -5.282
H 5.560 -5.297 1.365
H 3.978 -1.293 -3.853
H -1.753 6.834 -0.895
H -1.715 3.296 3.322
H 0.902 -1.705 4.473
H 4.467 1.140 -3.909
H -4.909 1.345 0.092
H -2.116 4.654 0.237
H 3.537 2.600 -2.117
H -1.216 2.592 -0.739
H -3.023 -1.178 2.866
H -3.681 0.052 4.888
H -1.671 -1.563 -4.830
H 1.620 2.674 -0.181
H -2.053 0.423 6.708
H 0.384 -2.792 2.554
H -2.614 -3.353 2.603
H -2.464 -4.291 -1.598
H 3.323 -3.148 -2.359
H 3.724 -5.075 -0.284
H 4.226 -1.686 3.236
H -2.639 -3.732 -4.025
*
```

***

(3)
Entry from the Open Molecules 2025 dataset: 2 unconnected molecules or ions with the total composition C3H8N2O (ωB97M-V/def2-TZVPD).

Summary:
HOMO = -8.2 eV
lowest unoccupied orbital energy = 0.034 Eh
relative energy (zero: lowest compared OMol25 entry of this formula, charge and spin) = 492.5 kJ/mol
gap between HOMO and LUMO = 9.17 eV

Structure (ORCA input):
```
! wB97M-V def2-TZVPD RIJCOSX def2/J DEFGRID3
* xyz 0 1
O -0.468 1.386 -0.150
N 1.228 -0.987 1.830
N 1.272 -0.989 0.558
C 2.160 -0.836 -0.379
C -1.694 0.698 0.066
C -2.481 0.838 -0.996
H 1.783 -0.892 -1.363
H 2.140 -0.752 2.272
H -3.472 0.401 -1.026
H 0.123 1.189 0.589
H 0.358 -1.097 -0.003
H 3.167 -0.443 -0.349
H -1.879 0.062 0.959
H -2.239 1.421 -2.007
*
```